No. 1
Here is a cluster of 12 separate species, C16H60N4O12 in total in a non-equilibrium geometry from the OMol25 dataset. Energies are from ωB97M-V/def2-TZVPD.

```
! RIJCOSX wB97M-V def2-TZVPD def2/J DEFGRID3
* xyz 1 2
O 0.69753 -21.80334 -17.89745
H 1.50326 -21.32532 -17.70116
H 0.20128 -21.21414 -18.46560
O -6.72217 -14.12474 -13.27378
H -6.10091 -14.85164 -13.23034
H -6.80430 -13.82482 -12.36850
O -6.13381 -16.87830 -11.78560
H -5.41886 -16.33946 -11.44688
H -6.45959 -17.35304 -11.02093
O -2.76831 -16.24350 -15.05219
H -2.78264 -15.72117 -14.25019
H -3.62240 -16.67517 -15.07273
O -0.26224 -19.12933 -19.78644
H 0.51690 -18.62400 -20.01844
H -0.97760 -18.49396 -19.81479
O -1.48076 -22.09813 -14.84361
H -2.11504 -21.50923 -15.25239
H -0.90582 -22.36646 -15.56032
O -3.65260 -15.93617 -11.70161
H -2.97545 -16.38270 -11.19336
H -3.27650 -15.07896 -11.90155
O -0.71523 -18.39134 -15.91152
H -1.26688 -17.69118 -15.56270
H -1.29517 -19.15118 -15.96207
C -0.93066 -26.98346 -11.95435
C -1.93115 -26.20312 -12.89351
C -1.93952 -24.65124 -12.55938
O -2.50973 -24.34523 -11.30835
C -2.51366 -22.96464 -11.00324
N -1.64601 -26.41158 -14.31665
H -1.00742 -28.06484 -12.06766
H -0.74797 -26.65287 -10.93189
H -0.02072 -26.66710 -12.46428
H -2.89185 -26.59977 -12.56516
H -2.62442 -24.14294 -13.23809
H -0.90610 -24.36812 -12.75943
H -2.92477 -22.29905 -11.76224
H -1.49067 -22.65128 -10.79493
H -2.90960 -22.78744 -10.00328
H -1.89352 -27.35369 -14.58360
H -0.64328 -26.35352 -14.42279
C -2.60788 -16.61694 -22.46915
C -3.64931 -16.94806 -21.47585
C -3.26390 -16.45404 -20.05975
O -1.96825 -16.99404 -19.72843
C -1.47349 -16.35282 -18.54609
N -4.92406 -16.37339 -21.86854
H -1.63178 -17.03349 -22.22050
H -2.52751 -15.54171 -22.62888
H -2.88540 -16.98122 -23.45828
H -3.79505 -18.01554 -21.31048
H -3.89801 -16.82842 -19.25610
H -3.15270 -15.37128 -20.11760
H -1.51215 -15.26486 -18.60042
H -0.42719 -16.60793 -18.37790
H -1.88785 -16.75911 -17.62341
H -5.42795 -17.04044 -22.43534
H -5.48157 -16.35665 -21.02651
C -0.32293 -15.38738 -9.46105
C -1.73136 -15.78112 -8.95949
C -2.01183 -17.35222 -9.13541
O -2.04105 -17.73504 -10.53105
C -2.31570 -19.07616 -10.73173
N -1.85516 -15.21516 -7.63098
H -0.35032 -14.31319 -9.64397
H -0.22476 -15.79225 -10.46830
H 0.40644 -15.75089 -8.73719
H -2.40548 -15.21974 -9.60642
H -3.03291 -17.53368 -8.79989
H -1.27526 -17.80248 -8.46995
H -2.46500 -19.09126 -11.81136
H -3.24240 -19.34177 -10.22303
H -1.41694 -19.62144 -10.44361
H -1.93460 -14.20830 -7.62630
H -1.26762 -15.35926 -6.82219
C -5.31781 -20.02601 -13.92016
C -4.40126 -18.96283 -14.50218
C -4.18730 -19.11430 -15.98301
O -3.30630 -20.27337 -16.23852
C -3.22833 -20.27425 -17.73527
N -4.93250 -17.68935 -14.30051
H -5.76465 -20.54300 -14.76937
H -6.17398 -19.73624 -13.31098
H -4.75078 -20.76445 -13.35334
H -3.42457 -18.90721 -14.02149
H -3.78104 -18.22348 -16.46205
H -5.17318 -19.26995 -16.42108
H -4.17638 -20.59291 -18.16860
H -2.49568 -20.98473 -18.11809
H -3.01610 -19.31178 -18.20078
H -4.35291 -17.35864 -13.54235
H -5.82473 -17.71382 -13.82784
*
```

Kohn-Sham gap (alpha / beta) (hartree): 0.23951 / 0.04628
HOMO level (alpha / beta) (eV): -10.50 / -10.50
F_max (eV Å⁻¹): 4.51

---

No. 2
Here is a cluster of 14 separate species, C16H60O22 in total in a non-equilibrium geometry from the OMol25 dataset. Energies are from ωB97M-V/def2-TZVPD.

```
! RIJCOSX wB97M-V def2-TZVPD def2/J DEFGRID3
* xyz 0 1
O -3.26190 0.64949 1.84995
H -3.52161 0.81868 0.93781
H -2.29991 0.80110 1.87072
O 0.84317 -2.20090 2.42208
H 0.26705 -1.45654 2.32226
H 0.89852 -2.72258 1.63176
O 3.61677 -1.62658 2.97350
H 3.61289 -1.70656 2.05504
H 2.72167 -1.48141 3.22211
O -1.03083 -0.50002 6.02423
H -0.86638 -0.35702 6.94376
H -1.42089 0.22631 5.52298
O 1.22337 1.08318 4.05601
H 1.40022 0.40616 4.68526
H 1.50325 1.85364 4.47135
O 2.20883 0.73869 -2.98947
H 1.91524 0.23210 -3.76614
H 1.63732 0.52708 -2.21900
C 4.57753 -0.26491 -0.53521
C 5.83016 -1.16129 -0.61403
O 6.86422 -0.65383 -1.43536
O 3.69056 -0.98941 0.33656
H 3.95440 -0.17506 -1.48018
H 4.89914 0.69951 -0.27362
H 5.60795 -2.21924 -0.79230
H 6.13674 -1.27294 0.38676
H 7.48025 -0.02702 -0.99305
H 2.94506 -1.30904 -0.15747
C 2.02135 3.43516 -0.97181
C 2.73784 2.70386 0.11241
O 4.07897 3.23639 0.19073
O 0.63209 3.24740 -1.00434
H 2.45390 3.24414 -1.99068
H 2.24334 4.48525 -0.92952
H 2.74438 1.64977 -0.04008
H 2.21271 2.96667 1.07002
H 4.51537 3.27121 1.06385
H 0.16224 3.86137 -0.44032
C -1.97977 0.06895 -3.29577
C -2.47438 -0.03039 -4.73331
O -1.43216 0.42469 -5.52012
O -2.77931 -0.54457 -2.35147
H -1.81553 1.04617 -3.07980
H -1.03045 -0.26155 -3.20648
H -3.33743 0.67036 -4.85214
H -2.78549 -1.01684 -4.90167
H -1.68673 0.47970 -6.43795
H -2.79586 -1.51457 -2.33296
C 1.55214 -2.36088 -2.16904
C 1.86196 -3.63233 -2.99583
O 0.81178 -4.50501 -2.58907
O 1.85215 -2.64394 -0.80817
H 0.47898 -2.12097 -2.31487
H 2.10996 -1.46801 -2.48579
H 2.87300 -4.04728 -2.83599
H 2.03186 -3.37865 -4.02898
H 1.01854 -5.33068 -2.96623
H 1.49261 -3.49058 -0.61115
C -1.01560 -4.64191 0.05373
C -1.54490 -3.36373 -0.26030
O -2.85957 -3.57804 -0.75598
O 0.22243 -4.44530 0.69565
H -0.86618 -5.23465 -0.88849
H -1.57867 -5.19369 0.77764
H -0.94461 -2.86689 -0.99278
H -1.60798 -2.73449 0.63466
H -3.46012 -3.94125 -0.15108
H 0.78927 -5.20561 0.48041
C -1.29052 2.82807 5.07068
C -1.47632 3.77257 3.82569
O -1.64272 2.88196 2.68063
O -1.84811 1.61244 4.81023
H -1.67617 3.32768 5.93591
H -0.29314 2.62670 5.13382
H -0.70300 4.44643 3.54060
H -2.40138 4.21248 3.72624
H -1.63966 3.33583 1.86367
H -1.74449 1.68752 3.83491
C -0.45766 0.13804 -0.06229
C 0.41681 0.56846 1.15461
O -0.39386 0.18896 2.24613
O 0.35104 0.34944 -1.21215
H -1.30743 0.82722 -0.19655
H -0.78385 -0.89332 0.09564
H 0.64649 1.59597 1.34596
H 1.35557 0.04829 1.08624
H -0.04383 0.59713 3.10176
H 0.55777 1.29976 -1.17644
C -4.56823 2.14996 -1.44184
C -6.01206 1.75569 -1.41599
O -6.72525 2.22570 -2.57873
O -3.74549 1.37133 -0.67385
H -4.47119 3.09187 -0.94174
H -4.21676 2.08190 -2.38780
H -6.55894 2.07704 -0.52439
H -6.00162 0.71204 -1.48442
H -6.45046 3.13592 -2.74726
H -3.21046 0.79600 -1.20253
*
```

Kohn-Sham gap (hartree): 0.34264
HOMO level (eV): -9.49
F_max (eV Å⁻¹): 4.12
ΔE to the lowest compared entry with this formula, charge and spin (kJ/mol): 453.8